DFT (ωB97M-V/def2-TZVPD) results for a structure of composition C2H40BeO20 at a distorted geometry.

Its HOMO-LUMO gap is 9.07 eV. Its LUMO energy is -0.234 eV. As for the HOMO energy: -9.30 eV. The value obtained for the strongest force on any atom is 3.38 eV/A.

Last column: natural (NBO) charge in e.
Geometry (Å):
Be 1.48193 -0.33201 1.97788  1.70
O 1.61404 0.75752 0.87357  -1.09
C 0.34194 0.45922 0.25493  -0.13
C 0.30524 -1.11067 0.20096  -0.12
O 0.87005 -1.62213 1.39444  -1.08
H 0.30836 0.91529 -0.69468  0.15
H -0.32928 0.85134 0.95806  0.18
H 0.98265 -1.49222 -0.52634  0.16
H -0.62895 -1.56787 -0.07551  0.17
O 3.58662 -1.18794 -0.97301  -0.93
H 3.70392 -1.47366 -1.85594  0.47
H 3.73656 -1.95233 -0.47032  0.46
O 3.04696 -0.64896 2.49928  -0.99
H 3.45304 -1.43741 2.09750  0.52
H 3.69238 0.10823 2.54308  0.52
O 1.44785 3.47081 0.69110  -1.00
H 2.25787 3.83752 0.38478  0.48
H 1.50148 2.51354 0.77522  0.50
O 0.97914 2.82464 3.39063  -0.98
H 0.03863 3.03149 3.20731  0.50
H 1.43159 2.86684 2.58816  0.49
O 0.94799 2.80597 -3.64831  -0.97
H 1.01420 2.13730 -4.31506  0.45
H 1.41873 2.53458 -2.84038  0.50
O -2.82902 -1.60581 -2.07056  -0.96
H -1.92747 -1.90932 -2.18047  0.50
H -3.18512 -1.61839 -2.90543  0.48
O -0.82730 -3.40518 2.22900  -1.01
H -1.39158 -3.41275 1.47434  0.47
H -0.14567 -2.72192 2.03165  0.49
O -2.10048 -0.77551 2.36641  -1.02
H -2.01239 -1.73251 2.34837  0.48
H -2.23404 -0.55779 1.42900  0.49
O 0.85850 -0.06354 -3.10091  -0.97
H 1.40335 -0.14356 -3.89530  0.49
H 0.02961 0.32708 -3.37174  0.50
O -1.79197 1.35847 -2.27765  -0.94
H -0.91511 1.31626 -1.96838  0.46
H -2.16191 2.05493 -1.76135  0.48
O 2.67429 1.56842 -1.80411  -0.96
H 2.25913 0.96617 -2.41189  0.47
H 2.44304 1.13595 -1.01333  0.50
O -1.70732 3.30588 2.64299  -0.96
H -1.68911 4.21449 2.87191  0.47
H -1.77288 3.33078 1.67280  0.49
O 1.12308 -4.02581 -0.34342  -0.97
H 1.06658 -3.24141 0.21914  0.50
H 0.28805 -4.45949 -0.16219  0.48
O -2.10255 2.95364 -0.03704  -0.95
H -1.60911 3.60927 -0.58921  0.50
H -2.97716 3.30230 -0.01909  0.49
O 0.59887 0.20523 3.31753  -1.05
H -0.34172 0.03889 3.31094  0.54
H 0.80435 1.12988 3.56217  0.52
O -2.82428 -3.35464 0.30188  -0.95
H -2.89144 -3.70088 -0.54954  0.48
H -3.58508 -2.84389 0.45329  0.49
O -0.21149 -2.65759 -2.63698  -0.98
H 0.27871 -1.86320 -2.59864  0.49
H 0.15481 -3.25954 -2.02283  0.50
O -2.87568 0.00183 -0.01900  -0.99
H -2.66701 -0.55357 -0.83435  0.51
H -2.40843 0.79773 -0.09538  0.47